Record 1
{"formula": "C30H47BrIN8O2OsPSe", "method": "ωB97M-V/def2-TZVPD", "total_charge": 2, "homo_energy_ev": [-13.30, -13.19], "homo_lumo_gap_ev": [8.35, 5.96], "multiplicity": 5, "max_force_ev_per_a": 2.55, "species": ["Os", "Br", "C", "C", "C", "C", "N", "C", "H", "H", "H", "H", "I", "N", "C", "C", "O", "O", "H", "H", "H", "H", "H", "N", "P", "N", "C", "C", "C", "C", "C", "N", "C", "C", "C", "C", "C", "N", "C", "C", "C", "C", "C", "H", "H", "H", "H", "H", "H", "H", "H", "H", "H", "H", "H", "H", "H", "H", "H", "H", "H", "H", "H", "H", "H", "H", "H", "H", "H", "H", "H", "H", "H", "C", "N", "C", "Se", "N", "C", "C", "C", "C", "C", "C", "H", "H", "H", "H", "H", "H", "H", "H"], "xyz": [[0.5006, -0.4498, 0.3128], [4.6550, 2.9658, -1.8305], [4.2541, 1.3962, -0.8705], [5.2493, 0.6031, -0.3231], [4.8676, -0.5461, 0.3539], [3.5277, -0.8474, 0.4751], [2.5657, -0.0691, -0.0432], [2.9289, 1.0318, -0.7118], [6.2915, 0.8742, -0.4203], [5.6071, -1.2046, 0.7855], [3.2077, -1.7308, 1.0123], [2.1397, 1.6371, -1.1313], [0.7805, 0.7882, 2.5863], [-1.3645, 4.5865, -1.9501], [-0.2847, 3.7050, -1.5133], [-0.7923, 2.2571, -1.4970], [-2.0582, 2.1309, -1.7452], [-0.0587, 1.3046, -1.2590], [-1.2599, 4.8718, -2.9168], [-1.4399, 5.4239, -1.3891], [-2.3597, 3.0798, -1.8957], [0.0180, 3.9369, -0.4908], [0.6116, 3.7523, -2.1340], [-1.2478, -0.9624, 0.7433], [-2.6350, -1.1003, 1.5077], [-3.7577, -1.7087, 0.4466], [-5.1242, -1.2621, 0.2125], [-5.2673, -0.6360, -1.1769], [-4.7528, -1.5893, -2.2573], [-3.3234, -2.0343, -1.9449], [-3.2870, -2.6669, -0.5544], [-2.4672, -2.1847, 2.7484], [-1.2203, -2.9208, 2.9794], [-1.1474, -3.3451, 4.4399], [-2.2850, -4.3312, 4.7709], [-3.4706, -4.1620, 3.8056], [-3.6482, -2.6909, 3.4563], [-3.3454, 0.2439, 2.1527], [-3.5857, 1.3712, 1.2308], [-2.9035, 2.6374, 1.7326], [-3.5205, 3.0748, 3.0718], [-3.9937, 1.8486, 3.8717], [-3.1224, 0.6399, 3.5566], [-5.4132, -0.5599, 0.9934], [-5.7839, -2.1355, 0.2775], [-4.6953, 0.2955, -1.2116], [-6.3177, -0.3986, -1.3526], [-4.7883, -1.0967, -3.2298], [-5.3998, -2.4701, -2.3092], [-2.6472, -1.1744, -1.9527], [-2.9720, -2.7555, -2.6880], [-2.2743, -2.9825, -0.2937], [-3.9428, -3.5455, -0.5357], [-0.3819, -2.2733, 2.7189], [-1.1793, -3.8177, 2.3419], [-1.2216, -2.4476, 5.0578], [-0.1731, -3.7923, 4.6419], [-2.6259, -4.1557, 5.7914], [-1.9231, -5.3586, 4.7226], [-4.3863, -4.5293, 4.2671], [-3.3075, -4.7424, 2.8942], [-3.7906, -2.1425, 4.3946], [-4.5313, -2.5247, 2.8359], [-4.6628, 1.5566, 1.1526], [-3.2230, 1.0968, 0.2416], [-3.0117, 3.4275, 0.9869], [-1.8333, 2.4383, 1.8523], [-4.3651, 3.7404, 2.8919], [-2.7820, 3.6322, 3.6490], [-5.0334, 1.6095, 3.6384], [-3.9432, 2.0478, 4.9414], [-3.3751, -0.1904, 4.2091], [-2.0742, 0.9008, 3.7358], [0.0107, -4.9415, -3.1734], [0.1526, -4.8387, -1.7318], [0.3520, -3.7215, -1.0279], [0.6119, -2.0084, -1.7095], [0.3857, -4.0467, 0.2799], [0.2159, -5.4170, 0.4332], [0.2008, -6.2420, 1.5466], [0.0387, -7.5958, 1.3148], [-0.1154, -8.1051, 0.0210], [-0.0987, -7.2802, -1.0888], [0.0716, -5.9231, -0.8579], [0.0541, -3.9476, -3.6105], [-0.9444, -5.4051, -3.4155], [0.8144, -5.5487, -3.5879], [0.5001, -3.3708, 1.0152], [0.3262, -5.8484, 2.5466], [0.0421, -8.2806, 2.1513], [-0.2463, -9.1698, -0.1117], [-0.2018, -7.6815, -2.0878]], "atomic_forces_ev_per_a": [[-1.826, -0.609, -0.027], [-0.027, -0.153, 0.108], [0.016, 0.025, -0.038], [-0.047, 0.012, -0.011], [-0.017, 0.039, -0.055], [-0.019, -0.127, 0.080], [0.500, 0.418, -0.137], [0.139, 0.174, -0.122], [0.003, -0.005, -0.025], [-0.011, 0.000, 0.031], [-0.037, 0.012, -0.008], [-0.037, -0.040, 0.042], [0.215, 0.078, 0.074], [0.118, -0.171, -0.066], [-0.167, -0.124, -0.067], [0.180, 0.353, 0.093], [-0.183, 0.130, -0.014], [0.184, -0.115, 0.230], [0.017, 0.002, 0.044], [-0.036, -0.047, 0.048], [-0.048, -0.145, 0.001], [0.015, -0.008, 0.010], [0.005, -0.042, -0.001], [1.600, 0.518, -0.406], [-2.220, -0.905, 0.865], [0.776, 0.322, 0.195], [-0.161, 0.322, -0.163], [-0.013, -0.215, 0.081], [0.152, 0.173, 0.006], [-0.161, -0.166, 0.144], [0.078, 0.121, -0.237], [0.677, 0.441, -0.530], [-0.028, -0.066, 0.158], [-0.037, -0.025, -0.094], [-0.062, 0.076, -0.079], [0.138, 0.056, 0.031], [-0.189, -0.051, 0.137], [0.630, -0.316, -0.392], [-0.133, 0.207, -0.029], [-0.022, -0.045, 0.046], [0.004, -0.121, -0.032], [0.115, 0.017, -0.063], [-0.008, 0.107, 0.264], [-0.028, -0.102, 0.008], [0.020, 0.012, 0.086], [-0.054, 0.011, -0.031], [0.015, 0.068, -0.002], [-0.054, -0.065, -0.021], [-0.025, 0.012, -0.032], [0.044, -0.003, -0.045], [0.015, 0.045, -0.011], [-0.044, -0.094, -0.010], [0.054, -0.018, 0.086], [0.030, 0.022, 0.092], [-0.054, 0.085, 0.067], [0.031, -0.003, 0.000], [0.010, 0.012, 0.042], [0.037, -0.071, 0.026], [-0.010, -0.017, 0.046], [-0.017, -0.038, -0.051], [-0.063, 0.010, -0.031], [-0.061, 0.052, -0.073], [0.011, -0.036, 0.016], [0.029, -0.054, -0.061], [-0.020, 0.023, -0.067], [0.013, -0.006, -0.028], [-0.021, 0.011, -0.037], [0.028, 0.038, 0.027], [-0.029, 0.044, -0.007], [-0.008, -0.010, 0.017], [-0.044, -0.004, 0.006], [0.004, -0.007, -0.023], [-0.022, -0.075, -0.019], [0.046, -0.021, -0.217], [-0.015, 0.121, -0.060], [-0.145, -0.013, 0.598], [0.280, 0.114, -0.293], [0.071, 0.004, -0.322], [-0.033, -0.205, -0.257], [0.036, 0.041, 0.095], [-0.014, 0.029, 0.032], [-0.002, 0.019, -0.024], [-0.009, -0.021, -0.129], [0.009, -0.081, 0.372], [-0.027, -0.019, 0.004], [-0.017, 0.040, 0.038], [0.025, 0.023, 0.053], [-0.044, 0.034, 0.046], [0.010, -0.024, 0.009], [-0.034, 0.011, 0.012], [0.020, -0.001, -0.021], [-0.019, 0.004, 0.003]], "lowdin_charge": [0.9033, 0.8270, -0.6442, -0.0542, -0.0114, -0.1506, -0.2409, -0.1852, 0.1251, 0.1269, 0.1111, 0.0825, 0.3482, 0.0276, -0.1248, -0.4999, 0.1421, -0.1062, 0.1080, 0.1036, 0.1230, 0.1405, 0.1336, -0.3859, 0.6224, -0.1963, -0.1914, -0.1686, -0.1850, -0.1858, -0.2016, -0.1850, -0.2327, -0.1596, -0.1729, -0.1661, -0.1876, -0.1764, -0.2053, -0.1818, -0.1710, -0.1601, -0.1982, 0.1049, 0.1303, 0.0972, 0.1213, 0.1157, 0.1196, 0.0944, 0.1101, 0.0777, 0.1324, 0.0476, 0.0935, 0.1190, 0.1128, 0.1153, 0.1084, 0.1216, 0.1131, 0.1138, 0.1162, 0.1281, 0.0797, 0.1106, 0.0592, 0.1151, 0.1141, 0.1199, 0.1207, 0.0946, 0.0609, 0.0066, -0.0539, -0.6618, 0.7555, 0.1211, -0.1707, 0.0011, -0.0495, -0.0477, 0.0168, -0.1435, 0.0604, 0.1106, 0.1129, 0.1010, 0.1154, 0.1185, 0.1194, 0.1237]}

---

Record 2
{"formula": "C30H47Cl2F8N4O3PS2", "method": "ωB97M-V/def2-TZVPD", "total_charge": 0, "homo_energy_ev": -6.65, "homo_lumo_gap_ev": 4.70, "max_force_ev_per_a": 1.15, "species": ["C", "C", "P", "C", "C", "C", "C", "C", "C", "S", "C", "S", "N", "C", "C", "N", "C", "C", "C", "C", "N", "C", "C", "C", "C", "F", "F", "C", "F", "F", "F", "C", "Cl", "C", "Cl", "N", "C", "C", "C", "C", "O", "H", "H", "H", "H", "H", "H", "H", "H", "H", "H", "H", "H", "H", "H", "H", "H", "H", "H", "H", "H", "H", "H", "H", "H", "H", "H", "H", "H", "H", "H", "H", "H", "H", "H", "H", "H", "H", "H", "H", "H", "H", "C", "C", "O", "C", "O", "C", "F", "F", "F", "H", "H", "H", "H", "H", "H"], "xyz": [[3.9688, -0.1804, 2.6058], [2.8248, -1.1322, 2.9285], [1.8340, -1.6580, 1.4659], [0.1363, -1.9567, 2.1083], [1.7355, -0.1781, 0.3057], [0.7328, 0.9640, 0.5769], [0.4964, 1.2783, 2.0533], [-0.9948, 1.2407, 2.4574], [-1.1202, 1.2677, 3.9822], [-2.5500, 2.2063, 4.5900], [-3.7854, 0.9162, 4.5344], [-4.4790, 0.4796, 3.1560], [-4.1300, 0.2942, 5.7573], [-5.1090, 0.7068, 6.6276], [-5.0885, -0.2091, 7.6396], [-4.1288, -1.1530, 7.4196], [-3.5662, -0.8336, 6.2903], [1.0007, 2.2455, -0.2890], [2.0882, 3.1862, 0.2645], [3.5349, 2.7726, 0.1573], [4.4360, 3.3560, -0.5018], [-0.3472, 3.0527, -0.3417], [-0.5464, 4.2310, 0.6237], [-2.0238, 4.6040, 0.8793], [-2.9006, 4.6908, -0.3511], [-3.8780, 5.6007, -0.0915], [-2.2195, 5.1611, -1.4183], [-3.6532, 3.3743, -0.7682], [-4.9357, 3.5831, -0.9378], [-3.5161, 2.4275, 0.1561], [-3.1644, 2.9033, -1.9068], [1.2191, 1.8044, -1.7563], [1.9467, 3.0686, -2.7605], [1.9123, 0.4622, -2.0646], [3.6607, 0.5014, -2.2141], [1.5010, -0.6230, -1.1342], [2.0180, -2.0075, -1.4899], [2.0382, -2.3294, -2.9797], [3.4253, -2.5406, -3.6420], [3.6086, -4.0434, -3.7464], [3.3682, -4.6991, -2.5058], [4.6825, -0.1464, 3.4232], [4.4642, -0.4168, 1.6661], [3.5747, 0.8323, 2.5135], [2.1882, -0.7292, 3.7167], [3.2333, -2.0696, 3.3035], [-0.5934, -1.6304, 1.3693], [-0.0314, -1.4369, 3.0486], [0.0180, -3.0276, 2.2345], [2.7441, 0.2311, 0.3157], [-0.2270, 0.6017, 0.1842], [1.0245, 0.6073, 2.7253], [0.8266, 2.2783, 2.3169], [-1.4500, 0.3426, 2.0483], [-1.4904, 2.1079, 2.0343], [-0.2476, 1.7563, 4.4120], [-1.1757, 0.2520, 4.3660], [-5.7102, 1.5805, 6.4606], [-5.7433, -0.2084, 8.4928], [-2.7697, -1.3626, 5.7983], [1.9150, 3.4354, 1.3066], [2.0100, 4.1265, -0.2810], [3.8562, 1.9077, 0.7312], [4.0450, 4.1591, -0.9976], [-1.1858, 2.3666, -0.2474], [-0.4095, 3.4765, -1.3421], [-0.1026, 4.0749, 1.6034], [-0.0883, 5.1199, 0.1960], [-2.4692, 3.9664, 1.6376], [-2.0241, 5.6091, 1.2973], [0.2253, 1.6946, -2.1912], [1.5570, 0.1823, -3.0500], [0.4832, -0.6890, -1.2139], [1.3156, -2.6910, -1.0241], [3.0020, -2.1347, -1.0543], [1.5521, -3.3072, -3.0645], [1.4086, -1.6691, -3.5719], [3.4465, -2.1001, -4.6355], [4.2569, -2.1357, -3.0610], [4.6179, -4.3248, -4.0580], [2.8937, -4.4065, -4.4762], [3.6715, -4.1478, -1.7808], [-3.0135, -2.6760, -4.2329], [-2.6149, -4.0004, -3.5839], [-1.9020, -4.8853, -4.4080], [-0.4461, -4.7295, -4.4790], [0.1745, -4.6007, -3.3414], [-0.0531, -3.5512, -5.4010], [-0.7986, -3.3791, -6.5174], [1.2223, -3.7394, -5.8292], [-0.0352, -2.3440, -4.7761], [-3.3369, -2.8372, -5.2615], [-3.8351, -2.2209, -3.6719], [-2.1937, -1.9603, -4.2437], [-3.5385, -4.5344, -3.3373], [-2.0838, -3.8377, -2.6395], [-0.1898, -5.6143, -5.1101]], "atomic_forces_ev_per_a": [[-0.444, 0.409, 0.117], [-0.132, 0.103, -0.050], [0.366, -0.840, -0.547], [0.292, 0.355, -0.155], [-0.110, 0.442, 0.746], [0.091, 0.037, -0.557], [-0.665, 0.090, 0.435], [0.592, -0.025, -0.022], [-0.192, -0.025, -0.569], [0.066, 0.136, 0.586], [-0.088, -0.086, -0.599], [-0.023, -0.112, -0.016], [0.189, 0.161, -0.087], [-0.007, -0.173, 0.282], [-0.257, 0.438, -0.094], [0.134, -0.271, 0.122], [-0.143, 0.136, 0.039], [-0.536, 0.084, 0.533], [0.574, 0.103, -0.539], [-0.039, -0.151, 0.002], [0.064, 0.176, 0.058], [0.305, 0.347, 0.083], [-0.501, 0.087, -0.171], [0.715, 0.060, 0.031], [-0.544, 0.169, 0.485], [-0.095, 0.073, 0.011], [0.152, -0.035, -0.133], [0.409, 0.366, -0.216], [-0.780, 0.205, -0.060], [0.116, -0.427, 0.508], [0.365, -0.282, -0.480], [-0.013, -0.306, 0.311], [-0.087, 0.141, -0.217], [0.075, 0.254, -0.765], [0.152, 0.000, 0.405], [-0.079, 0.325, 0.687], [0.064, -0.498, -1.036], [0.536, 0.216, -0.179], [-0.306, -0.238, 0.544], [0.563, -0.135, -0.021], [-0.247, -0.147, 0.067], [0.216, -0.132, -0.060], [0.227, -0.176, 0.052], [0.011, 0.092, -0.045], [0.022, 0.074, 0.101], [-0.042, -0.110, 0.039], [-0.142, -0.026, 0.000], [-0.185, -0.016, 0.085], [-0.045, -0.082, 0.117], [0.164, -0.160, -0.074], [-0.072, -0.164, 0.092], [0.218, -0.124, -0.198], [0.303, 0.017, -0.032], [-0.263, 0.026, -0.015], [-0.203, -0.039, -0.084], [-0.015, 0.067, 0.192], [0.121, -0.015, 0.246], [-0.019, 0.048, -0.108], [0.072, -0.162, 0.134], [0.055, -0.057, -0.074], [-0.185, -0.094, 0.103], [-0.081, 0.081, -0.003], [0.003, -0.138, 0.088], [0.060, 0.033, -0.091], [0.066, -0.231, -0.016], [-0.121, 0.056, -0.071], [0.085, -0.072, 0.059], [0.272, -0.012, 0.043], [-0.224, -0.147, -0.117], [-0.091, 0.090, 0.012], [-0.127, -0.212, 0.085], [0.036, -0.160, -0.029], [-0.026, -0.083, -0.255], [0.046, -0.035, 0.292], [0.012, 0.225, 0.284], [-0.576, 0.084, -0.002], [0.143, 0.044, 0.233], [0.103, 0.082, -0.084], [-0.016, 0.270, 0.056], [0.060, 0.222, -0.305], [-0.095, -0.386, 0.180], [0.248, -0.005, -0.035], [0.122, 0.084, 0.083], [-0.313, -0.172, 0.234], [0.162, 0.330, -0.500], [0.011, -0.221, 0.353], [-0.082, 0.004, 0.176], [-0.212, 0.121, -0.447], [0.099, -0.073, 0.163], [-0.020, 0.067, -0.153], [-0.379, 0.081, -0.318], [-0.046, -0.016, 0.015], [-0.036, -0.055, -0.016], [0.005, -0.006, -0.075], [0.044, -0.025, 0.037], [0.140, 0.041, -0.054], [-0.044, 0.002, 0.174]], "lowdin_charge": [-0.1473, -0.4198, 1.0246, -0.2449, -0.3319, -0.2167, -0.1483, -0.2485, -0.4635, 0.8691, -1.0552, 0.8076, -0.1810, -0.0691, -0.1446, 0.0663, -0.1749, -0.3724, -0.1406, -0.2814, 0.1116, -0.1318, -0.1492, -0.0650, -0.4227, 0.1098, 0.1298, -0.5758, 0.2013, 0.1426, 0.1762, -0.5942, 0.7524, -0.6223, 0.7990, -0.0872, -0.1537, -0.1937, -0.1762, -0.2554, -0.0536, 0.0809, 0.0744, 0.0518, 0.0667, 0.0743, 0.0415, 0.0257, 0.0432, 0.0707, 0.1368, 0.0759, 0.1002, 0.0897, 0.0672, 0.0808, 0.0692, 0.1188, 0.0987, 0.1226, 0.1071, 0.1022, 0.0736, 0.0427, 0.1049, 0.1038, 0.1050, 0.1218, 0.1066, 0.1364, 0.1154, 0.1072, 0.1869, 0.1188, 0.0936, 0.0689, 0.0919, 0.1148, 0.0789, 0.1145, 0.1050, 0.0677, -0.0875, -0.2948, -0.1026, -0.5007, -0.1535, -0.5256, 0.1198, 0.1031, 0.0685, 0.0763, 0.0639, 0.0459, 0.1087, 0.1009, 0.1511]}

---

Relative energy (zero: lowest compared OMol25 entry of this formula, charge and spin), record by record: 0.1244 0.3934 eV